Formula: C11H21OP
Source: the Open Molecules 2025 dataset
Level of theory: the ωB97M-V functional and the def2-TZVPD basis

Positions of all 34 atoms, in Å:
1 C 1.21888 -3.21855 -0.37667
2 C 0.75939 -2.10335 0.06302
3 O 0.78794 -0.95872 -0.78178
4 C 0.11521 0.10446 -0.20985
5 C -1.74828 0.06566 -0.42205
6 C -2.05981 1.55749 -0.58329
7 C -2.46559 -0.55411 0.69013
8 C -1.98010 -0.74239 -1.58719
9 P 0.89875 1.75092 -0.76416
10 C 2.49108 1.42417 -1.66027
11 C 0.93381 0.84266 0.86526
12 C 0.19072 1.43083 2.17371
13 C 2.31148 0.17759 1.26850
14 H 1.15668 -4.06143 0.22518
15 H 1.34492 -3.33422 -1.50176
16 H 0.39733 -1.80568 1.04192
17 H -2.92301 1.79300 -0.01660
18 H -2.20458 1.84133 -1.64377
19 H -1.36620 2.36070 -0.11091
20 H -2.18172 -1.51623 1.07076
21 H -2.68273 0.13834 1.56315
22 H -3.42129 -0.81303 0.22599
23 H -2.92001 -0.61141 -2.03934
24 H -1.93290 -1.70833 -1.20914
25 H -1.27646 -0.77445 -2.43995
26 H 3.14534 2.26808 -1.37748
27 H 2.19234 1.31724 -2.67328
28 H 2.99797 0.48556 -1.52463
29 H -0.60661 2.13144 2.11039
30 H 0.93891 1.91381 2.71407
31 H -0.09213 0.60127 2.77987
32 H 2.47544 -0.76507 0.76463
33 H 2.34566 -0.22040 2.34210
34 H 3.15958 0.98284 1.02343

As for the LUMO energy: 0.85 eV. Its spin multiplicity is 1. For the calculated total energy, the calculation gives -23079.182 eV. The relative energy (zero: lowest compared OMol25 entry of this formula, charge and spin) comes out at 2.4934 eV. The frontier orbital gap is 9.24 eV. The net charge is 0. Its SMILES is C=CO[C@]1(C(C)(C)C)P(C)C1(C)C. The calculation puts the HOMO energy at -8.39 eV.

=====

Formula: C30H30N6O2SSeY
Source: the Open Molecules 2025 dataset
Level of theory: the ωB97M-V functional and the def2-TZVPD basis

Positions of all 71 atoms, in Å:
1 Y -3.41950 -16.97820 5.60044
2 N -1.40721 -17.85787 6.96088
3 C -1.47007 -19.06558 7.82723
4 C -2.26786 -20.18684 7.16288
5 C -3.36072 -19.41656 6.43079
6 O -4.15371 -18.70745 7.13117
7 O -3.31816 -19.23219 5.20199
8 H -0.89136 -18.01994 6.08079
9 H -0.74219 -17.26191 7.45122
10 H -1.92174 -18.72695 8.76574
11 H -0.41314 -19.40183 8.02077
12 H -2.66435 -20.76224 8.01940
13 H -1.70074 -20.88217 6.49191
14 S -10.87937 -15.06089 7.31732
15 N -10.34539 -16.10974 6.23062
16 C -9.01174 -16.12692 6.33229
17 C -8.08450 -16.94178 5.59657
18 C -8.42956 -17.88520 4.65546
19 C -7.41433 -18.60397 3.97372
20 C -6.07738 -18.26124 4.27000
21 N -5.75804 -17.36018 5.14719
22 C -6.70811 -16.66655 5.80687
23 C -6.29606 -15.87791 6.97402
24 N -4.97762 -15.90508 7.26775
25 C -4.57124 -15.36476 8.42435
26 C -5.38273 -14.57082 9.22961
27 C -6.69690 -14.45644 8.89530
28 C -7.17460 -15.18621 7.81177
29 C -8.56088 -15.27344 7.40071
30 N -9.53740 -14.67472 8.07475
31 H -9.47147 -18.14097 4.42152
32 H -7.63031 -19.46495 3.35423
33 H -5.33078 -18.86637 3.82806
34 H -3.48673 -15.45370 8.63894
35 H -4.95670 -14.15386 10.15914
36 H -7.36336 -13.84246 9.43596
37 Se -4.43113 -14.83446 3.71271
38 C -3.69689 -13.84911 5.13760
39 C -4.57019 -13.03328 5.91376
40 C -4.09817 -12.35457 6.99959
41 C -2.78329 -12.51590 7.42642
42 C -1.97743 -13.35282 6.75646
43 C -2.41920 -14.01511 5.62856
44 H -5.58581 -12.99723 5.63866
45 H -4.84460 -11.67258 7.45675
46 H -2.49143 -11.95510 8.29529
47 H -0.95379 -13.45703 7.06113
48 H -1.69467 -14.62684 4.97663
49 C -4.51236 -17.29504 1.28350
50 N -3.15268 -16.87191 1.72388
51 C -2.39984 -16.14220 0.66829
52 C -2.41716 -17.97758 2.34673
53 C -1.17490 -17.53257 3.03889
54 C 0.05097 -17.84486 2.55510
55 C 1.23290 -17.30571 3.13949
56 C 1.03563 -16.61994 4.27996
57 C -0.21851 -16.36764 4.84899
58 C -1.40605 -16.78435 4.23669
59 H -5.02809 -16.50733 0.73103
60 H -5.01635 -17.63084 2.18929
61 H -4.43492 -18.17676 0.60010
62 H -3.35571 -16.11591 2.46892
63 H -2.13987 -16.87524 -0.16198
64 H -1.51882 -15.72762 1.13293
65 H -2.97341 -15.34796 0.22033
66 H -2.33471 -18.76627 1.59222
67 H -3.18089 -18.43291 3.02917
68 H 0.04169 -18.50819 1.75121
69 H 2.22545 -17.47797 2.67932
70 H 1.89725 -16.24535 4.73799
71 H -0.30231 -15.77347 5.80280

As for the LUMO energy: -3.18 eV. Its spin multiplicity is 1. For the calculated total energy, the calculation gives -121855.027 eV. The relative energy (zero: lowest compared OMol25 entry of this formula, charge and spin) comes out at 0.9264 eV. The frontier orbital gap is 6.92 eV. The net charge is +1. The calculation puts the HOMO energy at -10.10 eV.

=====

Formula: C3H10N4
Source: the Open Molecules 2025 dataset
Level of theory: the ωB97M-V functional and the def2-TZVPD basis

Positions of all 17 atoms, in Å:
1 C -1.27110 0.68003 0.85297
2 C 1.03672 -0.06904 0.05260
3 C -0.26841 -0.37621 0.52448
4 N 1.29064 1.17304 -0.25942
5 N 1.86050 -1.18624 -0.24651
6 N -0.64642 -1.67400 0.65809
7 N -1.77691 0.71540 -0.51504
8 H 0.16296 1.53156 -1.67471
9 H 2.21035 1.28993 -0.68210
10 H 2.00574 -1.80518 0.54210
11 H 2.74660 -0.92472 -0.65474
12 H -1.62240 -1.83517 0.85487
13 H -0.22852 -2.33817 0.01771
14 H -2.06078 1.67819 -0.69950
15 H -0.64868 1.21480 -1.58027
16 H -2.00809 0.33929 1.59392
17 H -0.78219 1.58648 1.21555

As for the LUMO energy (spin up / spin down): 0.00 / 0.15 eV. Its spin multiplicity is 1. For the calculated total energy, the calculation gives -9229.176 eV. The relative energy (zero: lowest compared OMol25 entry of this formula, charge and spin) comes out at 4.4080 eV. The frontier orbital gap (spin up / spin down) is 6.94 / 7.96 eV. The net charge is 0. The calculation puts the HOMO energy (spin up / spin down) at -6.94 / -7.81 eV.

=====

For the records above, the corresponding molecular weight values read 200.26, 706.54, 102.14 g/mol.
For the records above, the corresponding maximum force values read 6.46, 3.10, 1.84 eV/A.